This record from OMol25 describes a cluster of 3 separate species, C27H57N3O3 in total at a distorted geometry. The level of theory is ωB97M-V/def2-TZVPD.

Structure (XYZ):
```
90
Properties=species:S:1:pos:R:3
C 1.93140 2.85361 1.49102
C 1.07004 3.80122 0.64887
C 1.24304 5.23332 1.15333
C 1.55017 3.77534 -0.80379
C 1.06850 2.55999 -1.60194
C -0.43293 2.30527 -1.45024
C -0.91312 2.30997 0.01034
C -2.44160 2.46119 -0.06997
C -0.52366 0.96558 0.66911
N -0.36346 3.51204 0.62526
O -0.94096 3.64046 1.92272
H 1.36679 2.56245 2.38175
H 2.07149 1.88858 0.98730
H 2.92031 3.23586 1.72433
H 1.09604 5.98237 0.37498
H 0.62510 5.48293 2.01468
H 2.26293 5.39624 1.51954
H 1.22195 4.66492 -1.34260
H 2.64150 3.71320 -0.78208
H 1.48002 2.73860 -2.59767
H 1.51747 1.62079 -1.26176
H -0.64143 1.30652 -1.83741
H -0.98352 3.05598 -2.02345
H -2.80359 2.11856 -1.04307
H -2.70324 3.52142 -0.08055
H -2.98138 1.94767 0.72223
H 0.08099 0.39202 -0.04112
H -1.39384 0.33683 0.85666
H 0.07122 1.02722 1.57448
H -1.35607 4.50685 1.90998
C 6.47691 -1.90284 -4.69701
C 5.67001 -0.88834 -3.87997
C 6.66144 -0.04825 -3.08301
C 4.97805 -0.00001 -4.93678
C 3.80896 0.78285 -4.34117
C 2.82347 -0.18168 -3.66821
C 3.46919 -0.96567 -2.54329
C 3.79722 -0.02866 -1.35249
C 2.54813 -2.05858 -2.01406
N 4.66460 -1.60448 -3.11744
O 5.30505 -2.41374 -2.14227
H 7.01965 -2.58152 -4.02695
H 5.81561 -2.61825 -5.19839
H 7.15815 -1.41388 -5.38705
H 7.12907 0.76404 -3.63641
H 6.16744 0.43406 -2.23252
H 7.42937 -0.63777 -2.57640
H 5.67770 0.72302 -5.34955
H 4.55521 -0.64813 -5.70732
H 4.14302 1.57031 -3.65769
H 3.25912 1.31459 -5.12486
H 2.55237 -0.86268 -4.48860
H 1.91480 0.37683 -3.43837
H 4.22651 0.91584 -1.67118
H 4.51732 -0.51549 -0.69059
H 2.88102 0.09423 -0.77458
H 3.02036 -2.51635 -1.14775
H 2.41695 -2.81148 -2.79330
H 1.59951 -1.60410 -1.73424
H 5.12768 -3.31694 -2.42122
C -2.85483 -1.14846 3.17317
C -4.37547 -0.92193 3.17664
C -4.70988 0.39707 3.87197
C -4.86282 -0.86368 1.72868
C -5.00413 -2.24009 1.04920
C -5.72742 -3.27594 1.90925
C -5.18139 -3.36517 3.33480
C -6.25486 -4.12366 4.12859
C -3.89903 -4.16293 3.36212
N -5.12898 -1.99312 3.82797
O -4.85141 -1.93286 5.23630
H -2.55669 -2.02274 2.59761
H -2.32019 -0.31010 2.73037
H -2.54695 -1.35336 4.20187
H -4.23644 1.19906 3.30343
H -5.79282 0.51724 3.88141
H -4.34572 0.40147 4.89489
H -5.82276 -0.34707 1.66507
H -4.13699 -0.32841 1.11005
H -5.64574 -2.00736 0.18888
H -4.08619 -2.59545 0.57709
H -5.56518 -4.25337 1.44877
H -6.78145 -3.00184 1.89429
H -5.95765 -4.22313 5.18047
H -6.35830 -5.13586 3.74790
H -7.17623 -3.54361 4.12077
H -4.15654 -5.21749 3.19945
H -3.47217 -4.15030 4.37057
H -3.10919 -3.93387 2.65505
H -5.63661 -2.33702 5.61513
```

Output
E_tot ... -1452.7941 Eh
Gap between HOMO and LUMO ... 8.7579 eV
E_HOMO ... -8.11 eV
Lowest unoccupied orbital energy ... 0.644 eV

This record from OMol25 describes a structure of composition C27H58CaNP3 at a distorted geometry. The level of theory is ωB97M-V/def2-TZVPD.

Structure (XYZ):
```
90
Properties=species:S:1:pos:R:3
P 3.63840 -2.61162 -3.55699
P 1.08746 -4.51823 -1.13936
C 3.40013 -4.32170 -2.95102
C 1.94244 -4.78647 -2.77636
H 4.00290 -4.49387 -2.04345
H 3.85637 -4.97544 -3.71573
H 1.29465 -4.40825 -3.58493
H 1.93886 -5.88887 -2.87301
C 1.81484 -5.93530 -0.24725
H 1.38310 -6.00128 0.75985
H 2.91301 -5.87179 -0.18835
H 1.53924 -6.83514 -0.83171
C -0.58836 -5.12968 -1.44742
H -0.57694 -6.23256 -1.33341
H -0.93489 -4.90222 -2.47290
H -1.29924 -4.71490 -0.71425
C 5.38898 -2.24138 -3.73787
H 5.49301 -1.16076 -3.90059
H 5.79389 -2.76140 -4.61871
H 5.96213 -2.52807 -2.84718
C 3.04106 -2.60153 -5.26304
H 2.06020 -3.07704 -5.37661
H 3.75616 -3.12806 -5.90998
H 2.97925 -1.56608 -5.61799
Ca -1.28306 0.29749 -0.84821
C 1.38833 -3.02767 -0.04808
C 2.66660 -2.96163 0.63002
C 3.80611 -2.43231 -0.05357
C 3.85641 -0.85667 -0.22237
C 3.61986 -0.48324 -1.58975
C 2.89813 -1.24850 -2.61157
C 1.34706 -1.56752 -2.26304
C 0.93689 -1.67513 -0.78622
C 0.45529 1.68286 -1.63033
H 0.60762 -3.16365 0.73117
H 2.72813 -3.39575 1.63621
H 3.70408 -2.85249 -1.07072
H 4.76784 -2.80308 0.33849
H 3.17167 -0.35419 0.49185
H 4.87842 -0.53996 0.06516
H 3.97167 0.50954 -1.89729
H 2.86033 -0.52327 -3.45648
H 1.03887 -2.47853 -2.80872
H 0.75745 -0.77730 -2.80280
H 1.30230 -0.78956 -0.23899
H -0.19521 -1.69469 -0.75643
H 0.13902 2.10651 -2.60652
H 1.52818 1.42081 -1.69314
H 0.31372 2.46245 -0.84574
C -1.50431 4.27466 3.87760
C -1.12101 3.05779 3.01369
C 0.20844 3.35015 2.29890
C -0.89527 1.86038 3.94778
P -2.42703 2.63289 1.73174
N -1.79518 1.63399 0.67497
C -3.88880 1.75357 2.55181
C -4.33056 2.42621 3.86472
C -5.08410 1.73568 1.58702
C -3.47642 0.29936 2.83854
C -3.02108 4.22531 0.87757
C -4.02035 5.02618 1.74513
C -1.81943 5.13270 0.56620
C -3.68578 3.85090 -0.45873
H -0.71722 4.39308 4.64191
H -2.45356 4.14084 4.41284
H -1.53873 5.21317 3.31056
H 1.01535 3.32830 3.04516
H 0.39200 2.57889 1.54610
H 0.22580 4.33573 1.81546
H -1.74026 1.67864 4.62491
H -0.67567 0.95370 3.37633
H -0.02150 2.08392 4.57836
H -4.62707 3.47543 3.73637
H -5.22235 1.88766 4.22508
H -3.58358 2.36367 4.66419
H -4.79946 1.33286 0.60646
H -5.84536 1.06159 2.01248
H -5.55660 2.71543 1.46237
H -2.94167 -0.11278 1.97292
H -2.84636 0.19929 3.72134
H -4.39030 -0.29569 2.99634
H -3.60197 5.30110 2.72370
H -4.24959 5.97109 1.22188
H -4.98033 4.51459 1.89394
H -1.05455 4.59538 -0.00366
H -2.17390 5.97030 -0.05519
H -1.37504 5.57479 1.46919
H -3.05156 3.14238 -1.00821
H -4.68437 3.40918 -0.32207
H -3.79365 4.76483 -1.06035
```

Output
E_tot ... -2819.6564 Eh
Gap between HOMO and LUMO ... 3.8684 eV
E_HOMO ... -4.30 eV
Lowest unoccupied orbital energy ... -0.436 eV

This record from OMol25 describes a cluster of 2 separate species, C27H58ClNO3P in total. The level of theory is ωB97M-V/def2-TZVPD.

Structure (XYZ):
```
91
Properties=species:S:1:pos:R:3
C -0.78649 -5.34223 1.82615
C 0.23019 -4.64111 2.72336
C -0.24460 -4.39540 4.15985
C -1.07677 -3.12181 4.42502
C -1.98213 -2.64367 3.29281
C -2.68281 -1.30745 3.56651
C -1.73590 -0.10438 3.70486
C -1.53633 0.65439 2.39486
C -2.80638 1.36225 1.88283
C -2.59466 2.78530 1.35415
C -2.04637 2.85550 -0.07227
C -0.60138 2.38743 -0.24489
C 0.43028 3.22588 0.51293
C 1.86908 3.03000 -0.00276
C 2.44092 4.24572 -0.74247
C 1.95567 4.34496 -2.19065
C 2.49614 3.21680 -3.08492
C 1.49730 2.78723 -4.18434
P 1.48696 1.03446 -4.44086
Cl 3.24140 0.48529 -5.18410
C 1.19142 0.08144 -2.93809
N 2.37110 -0.38718 -2.22842
O 0.36092 0.75411 -5.47703
C 0.15046 -0.54465 -6.12955
C -1.20214 -0.52795 -6.80102
O -2.12947 -1.05323 -5.88943
C -3.46779 -1.01666 -6.38065
C -4.37547 -1.62338 -5.33858
H -0.35998 -5.55310 0.84365
H -1.08320 -6.29604 2.26660
H -1.68750 -4.74912 1.67738
H 0.54313 -3.69695 2.26613
H 1.12743 -5.26516 2.76400
H 0.64036 -4.33960 4.79958
H -0.79304 -5.27985 4.49671
H -0.39277 -2.32391 4.71721
H -1.71380 -3.30452 5.29597
H -1.42727 -2.56867 2.35170
H -2.75682 -3.39881 3.12738
H -3.36948 -1.11773 2.73613
H -3.30859 -1.40801 4.45682
H -0.75494 -0.43198 4.04734
H -2.10186 0.59505 4.46188
H -0.74659 1.39550 2.54704
H -1.15533 -0.04335 1.64020
H -3.28319 0.77193 1.09451
H -3.52408 1.40834 2.70589
H -3.55190 3.31141 1.36772
H -1.93811 3.33514 2.03626
H -2.11743 3.88485 -0.43908
H -2.69328 2.25135 -0.71669
H -0.35753 2.43525 -1.31695
H -0.51590 1.33501 0.04385
H 0.14409 4.27991 0.43539
H 0.39816 2.98518 1.57529
H 1.85648 2.16868 -0.68195
H 2.53735 2.74897 0.81213
H 3.53353 4.24100 -0.71432
H 2.12104 5.14980 -0.22118
H 0.86124 4.33330 -2.19241
H 2.25598 5.30477 -2.61380
H 2.76734 2.36283 -2.45985
H 3.41917 3.53692 -3.56777
H 1.70711 3.25459 -5.14835
H 0.46696 3.04206 -3.91572
H 0.56846 -0.76321 -3.25160
H 0.54939 0.74106 -2.33874
H 2.28157 -0.23361 -1.23270
H 3.23789 0.03348 -2.53316
H 0.96970 -0.70992 -6.82665
H 0.14916 -1.32372 -5.36735
H -1.46053 0.50259 -7.07557
H -1.16279 -1.12165 -7.72226
H -3.52313 -1.57263 -7.32385
H -3.74505 0.02369 -6.58882
H -5.38500 -1.72625 -5.73388
H -4.01140 -2.60965 -5.05228
H -4.41286 -0.99957 -4.44595
C 3.79118 -0.99755 5.17244
C 3.93489 -1.05556 3.65299
C 2.48319 -1.21526 3.22019
O 1.69965 -0.51739 4.18774
C 2.50502 -0.19734 5.32718
H 4.63760 -0.53129 5.67374
H 3.66414 -2.00320 5.57767
H 4.34659 -0.11650 3.27592
H 4.56744 -1.87149 3.30640
H 2.18905 -2.26940 3.20983
H 2.27506 -0.79155 2.23434
H 2.70469 0.87922 5.33379
H 1.94615 -0.45004 6.22862
```

Output
E_tot ... -2145.3705 Eh
Gap between HOMO and LUMO ... 8.7721 eV
E_HOMO ... -11.30 eV
Net charge ... +1
Lowest unoccupied orbital energy ... -2.527 eV

This record from OMol25 describes a cluster of 7 separate species, C27H58F3N6O9S in total at a distorted geometry. The level of theory is ωB97M-V/def2-TZVPD.

Structure (XYZ):
```
104
Properties=species:S:1:pos:R:3
C 0.28642 -1.80155 1.04360
C 1.93588 -1.79106 0.77831
C 2.59297 -0.73126 1.86361
C 4.17603 -1.02364 2.20897
O 4.57989 -0.73229 3.58239
S 4.18883 -1.94416 4.69785
C 3.10025 -3.30020 4.03548
C 3.48404 -4.76993 4.73833
C 2.82969 -6.05337 3.93579
F 3.87614 -6.88464 3.23011
F 2.15129 -7.01413 4.87229
F 1.83143 -5.69270 2.90332
C 3.11513 -1.02595 5.98796
C 2.94947 -1.84782 7.39518
O 3.47327 -1.28840 8.52172
O 2.23784 -3.12437 7.59023
H -0.24613 -1.25313 0.15736
H 0.00231 -1.29644 2.07687
H -0.13361 -2.91620 1.12091
H 2.28061 -2.90529 0.93495
H 2.16481 -1.51718 -0.34579
H 2.52791 0.33825 1.36713
H 1.97787 -0.69869 2.87996
H 4.80019 -0.28728 1.50654
H 4.52872 -2.12009 1.91278
H 1.97775 -3.05579 4.29928
H 3.14696 -3.49958 2.88544
H 4.66503 -4.88181 4.60694
H 3.13189 -4.85052 5.85107
H 3.75475 -0.05148 6.24738
H 2.11002 -0.61929 5.52879
H 1.54168 -3.14965 6.85335
C -1.18078 2.19005 3.68658
C 0.31622 2.15263 3.55436
O 0.97815 1.17894 3.90810
N 0.94326 3.24038 3.02362
C 0.35545 4.47126 2.55173
H -1.53128 1.25139 4.12565
H -1.47881 3.01093 4.34428
H -1.64165 2.30349 2.70165
H 1.94976 3.13624 2.96879
H 0.62366 4.59276 1.49936
H 0.78504 5.29432 3.12816
H -0.73028 4.48121 2.65503
C 1.85817 1.90011 -3.08919
C 2.45898 0.59145 -2.65755
O 2.18731 0.07420 -1.57588
N 3.33002 -0.02758 -3.50381
C 3.77685 0.40823 -4.80522
H 1.18567 2.26735 -2.30843
H 2.64625 2.64215 -3.24264
H 1.27936 1.76274 -4.00651
H 3.68966 -0.90236 -3.14005
H 3.50922 -0.36368 -5.53097
H 4.86461 0.50840 -4.77361
H 3.33145 1.35847 -5.10228
C -2.26519 3.85239 -4.45452
C -1.64236 2.65320 -3.79580
O -0.49362 2.67243 -3.35834
N -2.38839 1.51745 -3.68831
C -3.74269 1.29012 -4.13270
H -1.54648 4.67706 -4.46411
H -2.53270 3.61601 -5.48787
H -3.14867 4.17121 -3.89489
H -1.89754 0.75651 -3.23340
H -4.34176 1.00974 -3.26283
H -3.73108 0.45924 -4.84245
H -4.17872 2.16973 -4.60783
C -2.77957 9.22985 -2.76177
C -2.17876 7.92118 -2.33013
O -2.45043 7.40394 -1.24846
N -1.30772 7.30216 -3.17639
C -0.86089 7.73797 -4.47780
H -3.45207 9.59709 -1.98101
H -1.99149 9.97189 -2.91522
H -3.35838 9.09248 -3.67909
H -0.94808 6.42738 -2.81263
H -1.12852 6.96605 -5.20355
H 0.22687 7.83814 -4.44619
H -1.30629 8.68821 -4.77486
C -0.36553 -7.88244 6.18071
C -1.48151 -8.54879 6.93600
O -2.46430 -7.92542 7.33210
N -1.38489 -9.88628 7.18061
C -0.32493 -10.79111 6.80506
H -0.58857 -6.81769 6.06546
H 0.57247 -7.98043 6.73370
H -0.26983 -8.32460 5.18538
H -2.17557 -10.25851 7.69359
H -0.75678 -11.57837 6.18224
H 0.07854 -11.23713 7.71749
H 0.47567 -10.29134 6.25839
C -3.64122 0.78339 -7.60688
C -4.52457 1.98527 -7.41958
O -4.51743 2.64469 -6.38204
N -5.35301 2.34124 -8.44185
C -5.51150 1.70671 -9.72852
H -3.04077 0.62862 -6.70565
H -4.25150 -0.10852 -7.77208
H -2.96348 0.94365 -8.44970
H -5.91413 3.15985 -8.23710
H -5.27868 2.44422 -10.50057
H -6.55584 1.40082 -9.82873
H -4.86370 0.83732 -9.84721
```

Output
E_tot ... -2766.6190 Eh
Gap between HOMO and LUMO ... 6.6647 eV
E_HOMO ... -10.71 eV
Net charge ... +1
Lowest unoccupied orbital energy ... -4.041 eV

This record from OMol25 describes a structure of composition C27H58O3P2PtSSi at a distorted geometry. The level of theory is ωB97M-V/def2-TZVPD.

Structure (XYZ):
```
93
Properties=species:S:1:pos:R:3
P -2.05065 4.53997 1.35698
P -4.70387 2.83763 -0.30783
C -3.65434 5.26900 0.80498
C -4.87925 4.31708 0.75610
H -3.48153 5.77333 -0.16458
H -3.84083 6.05618 1.55611
H -5.17419 3.97896 1.76704
H -5.73820 4.86128 0.33035
C -5.02602 3.59272 -1.96504
H -4.92062 2.83354 -2.75134
H -4.35219 4.44078 -2.14981
H -6.05564 3.94996 -1.93504
C -6.26509 1.93255 -0.08279
H -7.04223 2.53775 -0.57143
H -6.48283 1.82926 0.99660
H -6.18693 0.94669 -0.57619
C -1.09363 6.10830 1.45317
H -0.08078 5.91075 1.85299
H -1.67167 6.73638 2.14898
H -1.05813 6.58625 0.44991
C -2.47691 4.38167 3.13862
H -3.34082 3.72010 3.28707
H -2.74486 5.39612 3.44079
H -1.59902 4.03710 3.70454
Pt 0.61465 0.67162 0.42185
C -3.76949 0.51859 -0.64636
C -2.80040 0.93388 -1.52378
C -2.09354 2.29095 -1.63417
C -0.86707 2.98231 -0.80701
C -0.37662 2.59083 0.60871
C -1.28644 1.90749 1.55920
C -2.71566 1.71342 1.30157
C -3.36649 0.36884 0.88224
C 2.11359 0.39115 1.62183
H -4.64256 -0.07470 -1.04447
H -2.19789 0.15358 -2.07259
H -2.88516 3.08665 -1.56834
H -1.70958 2.32611 -2.67604
H -0.01235 2.99365 -1.51212
H -1.07703 4.07519 -0.74503
H 0.25396 3.34896 1.13928
H -0.98634 1.95881 2.60613
H -2.84413 2.38870 0.41374
H -3.31875 2.25233 2.07400
H -2.62330 -0.41419 1.16764
H -4.25446 0.16311 1.54971
H 1.83318 -0.52181 2.15679
H 2.13314 1.27605 2.26033
H 2.99104 0.28731 0.98290
C -0.64645 -5.21095 -1.63992
C 0.52668 -5.20719 -0.65698
C 0.04299 -4.88567 0.76334
C 1.23988 -6.55075 -0.73050
O 1.50884 -4.23731 -1.11033
Si 1.77563 -2.62753 -0.86023
S 0.07316 -1.39486 -0.52041
O 2.77973 -2.49294 0.42702
C 4.09511 -3.09454 0.64087
C 4.56920 -2.43178 1.93411
C 3.97360 -4.61124 0.79768
C 5.02504 -2.79403 -0.53265
O 2.60141 -2.28687 -2.23263
C 2.69828 -1.39520 -3.37901
C 1.43650 -0.54131 -3.55541
C 3.93766 -0.54011 -3.13663
C 2.85310 -2.29147 -4.60210
H -1.37997 -5.96558 -1.31657
H -0.29211 -5.48369 -2.63975
H -1.13830 -4.23351 -1.67766
H -0.69457 -5.64689 1.05537
H 0.88461 -4.91231 1.46561
H -0.43204 -3.89261 0.79279
H 1.59164 -6.73530 -1.75556
H 2.10581 -6.58637 -0.05603
H 0.54771 -7.35059 -0.44945
H 3.86184 -2.67890 2.73847
H 5.57075 -2.80973 2.19587
H 4.60614 -1.34344 1.79520
H 3.65961 -5.08715 -0.14428
H 4.96481 -4.99929 1.06521
H 3.27353 -4.86232 1.60689
H 4.69066 -3.28420 -1.46057
H 5.12811 -1.71393 -0.69508
H 6.02160 -3.19341 -0.28331
H 1.29059 0.14149 -2.70117
H 1.55539 0.05876 -4.46662
H 0.55314 -1.17845 -3.66881
H 4.82429 -1.18438 -3.07647
H 4.06757 0.16738 -3.96634
H 3.83854 0.02437 -2.19713
H 3.75680 -2.91121 -4.52046
H 1.98085 -2.95023 -4.71126
H 2.93453 -1.67534 -5.50392
```

Output
Spin multiplicity ... 3
E_tot ... -2778.8129 Eh
Gap between HOMO and LUMO (spin up / spin down) ... 6.2616 / 5.1534 eV
E_HOMO (spin up / spin down) ... -6.11 / -6.54 eV
Lowest unoccupied orbital energy (spin up / spin down) ... 0.154 / -1.384 eV